Record 1
The following is a quantum chemistry calculation of one molecule with the formula C4H6O2, from the OMol25 dataset.

Geometry as ORCA input:
```
! RIJCOSX wB97M-V def2-TZVPD def2/J DEFGRID3
* xyz 0 1
O -1.323 -1.514 1.336
O 1.158 0.887 -1.313
C -0.052 0.451 0.816
C 0.544 -0.076 -0.476
C -0.504 -0.701 1.690
C -0.001 0.223 -1.799
H 0.167 -0.472 -2.621
H 0.702 1.047 1.339
H -0.889 0.848 -1.887
H -0.912 1.100 0.607
H -0.006 -0.793 2.678
H 1.115 -1.000 -0.370
*
```

Computed properties:
Highest occupied orbital energy = -10.1 eV
Maximum force = 0.5 eV/Å
Kohn-Sham gap = 11.0 eV
SMILES string = O=CC[C@H]1CO1
Energy relative to the best compared isomer or geometry (same formula, charge and spin) = 198.9 kJ/mol

---

Record 2
The following is a quantum chemistry calculation of C34H65AlBCaCsF5N3O14S2 as an isolated structure, from the OMol25 dataset.

Geometry as ORCA input:
```
! RIJCOSX wB97M-V def2-TZVPD def2/J DEFGRID3
* xyz 2 1
Cs 5.290 -2.411 -0.883
Ca 4.323 8.415 3.570
S 3.346 0.198 -2.329
S 3.689 4.247 -1.935
Al 5.234 7.375 -1.665
F -2.424 2.922 -2.856
F -4.514 -8.057 -0.776
F -4.864 -10.063 -0.019
F -3.099 -9.648 -1.213
F 3.746 7.323 1.678
O 4.780 1.067 -6.157
O 2.931 1.894 -7.007
O 4.706 5.231 -1.611
O 2.475 0.038 0.762
O -4.635 -9.920 -3.406
O -4.236 4.110 1.068
O -6.470 -9.666 -2.119
O 3.680 3.907 -3.305
O 1.716 2.692 1.552
O -3.539 -2.332 -1.303
O 2.979 0.400 -5.399
O 4.425 1.349 1.121
O 3.017 5.533 6.940
O 3.912 3.035 -0.951
N 2.610 3.918 9.310
N -2.002 -6.366 -2.953
N -4.403 0.264 -1.951
C -0.472 1.631 0.121
C -1.905 -6.016 -4.235
C 1.727 5.033 7.263
C 3.530 1.158 -6.237
C 1.650 3.133 0.198
C -4.401 -9.368 -1.069
C 6.039 0.395 -1.803
C -1.077 -8.150 -4.882
C -7.423 -11.413 -3.540
C -7.336 -9.932 -3.244
C 2.696 2.283 -0.560
C -4.163 1.262 -0.951
C 3.664 4.882 5.875
C -1.453 -6.863 -5.233
C -1.638 -7.608 -2.635
C 2.209 1.525 -1.789
C 1.918 4.642 0.044
C -3.824 -4.536 -0.315
C -5.170 -9.701 -2.358
C 2.129 4.917 -1.448
C 4.960 0.850 -2.861
C 1.725 3.782 8.153
C 0.984 3.399 2.544
C 3.220 -1.153 0.814
C -1.170 -8.533 -3.555
C -5.126 4.147 0.125
C -1.686 1.467 -0.833
C -4.505 -3.305 -0.876
C -2.895 1.037 -0.089
C 0.331 2.449 3.550
C 2.086 2.502 7.405
C 3.096 5.114 0.896
C 0.218 2.904 -0.330
C 3.557 6.494 0.533
B 3.219 1.148 0.500
H 0.483 1.415 3.283
H -1.466 0.789 -1.642
H 2.952 4.557 5.105
H -0.393 3.718 0.036
H -8.311 -9.547 -2.958
H -2.995 -2.749 -1.981
H 0.703 3.665 8.525
H -3.186 -4.996 -1.074
H 1.295 0.986 -1.617
H 4.552 6.375 0.083
H 1.360 4.482 -2.072
H 0.689 2.668 4.543
H -1.895 2.473 -1.222
H 5.598 -0.447 -1.191
H 0.142 0.743 0.035
H 2.309 4.705 9.877
H 2.861 5.133 1.947
H -2.779 -0.001 0.205
H 3.157 2.427 7.211
H -4.555 -5.272 0.019
H 1.235 5.840 7.810
H 1.809 1.632 7.998
H -4.589 -0.601 -1.457
H -0.890 -9.527 -3.239
H 0.165 2.966 -1.411
H -3.187 -4.266 0.529
H -0.857 1.673 1.127
H -4.999 1.216 -0.252
H 2.828 7.031 -0.062
H -2.209 -5.000 -4.468
H -6.020 4.792 0.273
H -5.611 3.134 -0.103
H 2.030 2.136 -2.666
H -0.720 -8.843 -5.632
H 1.048 5.221 0.319
H -3.522 0.129 -2.438
H 3.529 4.193 8.973
H -4.757 4.398 -0.894
H -7.742 -11.960 -2.653
H 4.250 4.027 6.221
H -2.994 1.631 0.810
H 2.175 5.965 -1.700
H -1.399 -6.524 -6.258
H 5.036 1.921 -2.908
H 3.045 -1.741 1.703
H 2.847 -1.777 -0.029
H -6.999 -9.365 -4.111
H -5.126 -2.827 -0.120
H 5.294 0.459 -3.806
H 6.229 1.193 -1.105
H 1.558 2.437 6.450
H 4.303 -0.992 0.627
H 3.989 4.512 0.794
H -1.729 -7.862 -1.590
H 1.143 4.869 6.345
H 1.682 4.004 3.117
H 4.310 2.118 1.704
H -4.133 2.273 -1.357
H -8.137 -11.595 -4.342
H -6.457 -11.814 -3.843
H 0.221 4.070 2.169
H -0.730 2.651 3.582
H 6.958 0.016 -2.268
H -5.141 -3.572 -1.725
H 4.358 5.602 5.430
*
```

Computed properties:
Highest occupied orbital energy = -9.6 eV
Maximum force = 4.2 eV/Å
Kohn-Sham gap = 1.3 eV

---

Record 3
The following is a quantum chemistry calculation of a 17-piece molecular cluster, C24H48BCl32FINO3PS overall, from the OMol25 dataset.

Geometry as ORCA input:
```
! RIJCOSX wB97M-V def2-TZVPD def2/J DEFGRID3
* xyz -1 1
I 4.619 0.362 0.002
Cl -1.464 6.871 -8.228
Cl 1.886 0.716 -2.132
Cl 1.107 3.909 -1.391
Cl -4.681 -2.567 -4.841
Cl -8.849 -2.737 1.522
Cl 0.705 -6.193 4.893
Cl 4.823 9.894 -1.328
Cl -6.784 -0.104 -3.092
Cl 0.067 4.380 1.293
Cl -0.510 0.461 -0.494
Cl 0.328 4.509 -4.969
Cl -3.171 4.645 -7.427
Cl 3.444 7.325 -1.456
Cl 4.118 7.354 2.635
Cl -6.484 -0.349 -6.748
Cl -4.803 -0.909 -1.107
Cl -7.481 -0.162 1.625
Cl 2.406 5.133 3.437
Cl 1.473 -7.682 2.506
Cl -6.103 -3.391 -7.369
Cl -1.134 1.538 6.349
Cl -6.421 2.469 -7.502
Cl -4.161 -5.261 -8.504
Cl -2.586 -0.993 6.368
Cl -2.068 4.257 -3.324
Cl -2.213 0.703 -5.919
Cl 5.288 -7.228 2.229
Cl 0.289 -3.058 1.372
Cl -3.235 1.208 -3.227
Cl -0.480 -2.499 4.148
Cl -2.120 -3.945 -4.625
Cl 5.300 -7.816 5.088
S 4.463 -3.348 0.566
P 4.523 -2.934 2.456
F 3.356 1.397 5.114
O 6.047 -3.281 3.209
O 3.412 -4.044 3.215
O 2.850 -0.384 6.407
N 2.361 1.665 2.317
C 6.870 0.991 3.834
C -6.523 -0.695 -1.444
C -0.261 3.678 -0.298
C 3.458 0.007 5.370
C 0.194 0.215 -2.095
C -3.100 6.204 -8.259
C 5.182 -0.185 2.068
C 5.572 -6.581 3.847
C 2.518 -0.933 2.414
C -7.453 -1.851 2.147
C -3.573 0.488 -4.808
C 2.479 6.688 2.602
C 4.278 -1.067 4.549
C -0.966 -3.219 2.601
C 1.483 -7.653 4.273
C -1.366 4.006 -4.927
C -3.801 -4.067 -5.156
C 1.829 0.482 2.524
C -5.443 -4.095 -8.854
C 4.842 8.200 -0.819
C 0.266 0.495 3.017
C -1.117 -0.147 6.879
C -7.330 1.201 -6.669
C 5.673 1.180 2.741
B 4.069 -1.063 2.898
H 6.602 -6.234 3.914
H -6.542 -2.319 1.777
H -1.867 -2.719 2.248
H -1.167 -4.278 2.756
H 5.752 7.730 -1.189
H -0.441 0.359 2.137
H -3.821 -4.270 -6.223
H -0.447 2.609 -0.184
H 3.879 -2.098 4.894
H 1.625 2.373 2.480
H -7.028 -1.653 -1.328
H 0.146 -0.436 3.699
H 2.174 6.549 1.566
H 4.821 8.157 0.270
H 7.523 1.918 3.937
H 0.051 1.404 3.669
H 4.842 1.870 3.116
H 2.643 -4.022 2.587
H -8.305 1.097 -7.141
H -3.756 -0.579 -4.678
H 0.947 -8.525 4.644
H -1.929 4.592 -5.655
H 6.368 0.834 4.864
H 6.518 -2.443 3.416
H 5.392 -1.092 4.856
H 6.183 1.783 1.891
H -1.139 4.162 -0.723
H -1.427 2.950 -5.178
H 2.365 -1.326 1.338
H 0.132 -0.842 -2.349
H 1.804 7.386 3.095
H -7.470 -1.885 3.235
H -5.034 -3.296 -9.471
H -6.935 0.026 -0.740
H -1.054 -0.175 7.966
H 7.500 0.058 3.642
H 4.890 -5.750 4.020
H 2.514 -7.678 4.623
H 1.905 -1.660 3.073
H -7.454 1.484 -5.624
H -6.243 -4.602 -9.390
H -4.284 -4.880 -4.616
H -0.366 0.803 -2.822
H 6.120 -0.854 1.943
H -3.776 6.899 -7.764
H -3.406 6.066 -9.295
H -4.455 0.965 -5.232
H -0.251 -0.646 6.446
*
```

Computed properties:
Highest occupied orbital energy = -4.9 eV
Maximum force = 5.1 eV/Å
Kohn-Sham gap = 6.1 eV
Energy relative to the best compared isomer or geometry (same formula, charge and spin) = 310.3 kJ/mol

---

Record 4
The following is a quantum chemistry calculation of a 2-piece molecular cluster, C5H11NO overall, from the OMol25 dataset.

Geometry as ORCA input:
```
! RIJCOSX wB97M-V def2-TZVPD def2/J DEFGRID3
* xyz 0 1
O 0.791 -5.550 -2.220
N -1.957 1.114 0.089
C -0.791 1.824 -0.156
C -1.959 0.222 1.363
C 0.245 2.222 0.755
C 1.556 1.634 0.709
C 2.160 1.263 -0.438
H 3.161 1.654 -0.817
H 1.560 0.711 -1.236
H -2.602 0.903 -0.662
H -1.956 -0.888 1.280
H -0.407 1.861 -1.209
H -0.176 2.432 1.806
H 0.703 -6.262 -1.578
H -0.938 0.599 1.622
H -2.544 0.863 2.068
H 2.070 1.412 1.673
H 1.083 -6.014 -3.050
*
```

Computed properties:
Highest occupied orbital energy = -6.8 eV
Maximum force = 5.3 eV/Å
Kohn-Sham gap = 7.3 eV
SMILES string = C=C/C=C/NC.O
Energy relative to the best compared isomer or geometry (same formula, charge and spin) = 568.7 kJ/mol

---

Record 5
The following is a quantum chemistry calculation of a 12-piece molecular cluster, C4H32NO12 overall, from the OMol25 dataset.

Geometry as ORCA input:
```
! RIJCOSX wB97M-V def2-TZVPD def2/J DEFGRID3
* xyz 0 2
O -3.392 0.205 2.425
O 1.705 0.588 0.448
O -1.695 -3.925 0.418
O -1.019 -0.484 3.852
O 1.664 -0.279 -2.693
O -3.684 -2.091 0.845
O -1.137 -1.120 -3.092
O 0.396 -3.615 -1.723
O 1.961 1.104 3.091
O 1.810 -1.754 -0.526
O 0.122 -1.901 1.287
O -0.573 1.150 1.740
N -1.377 1.866 -0.953
C 1.728 2.277 -1.231
C -0.686 3.104 -1.518
C 0.654 3.272 -0.744
C 2.526 1.542 -0.096
H 1.073 4.267 -0.905
H 1.283 -3.584 -2.092
H 2.525 -2.311 -0.223
H 1.998 0.894 2.152
H -2.791 0.927 2.623
H 2.711 2.321 0.645
H 0.929 -2.062 1.795
H -1.180 -3.834 -0.397
H 1.048 1.042 3.398
H 0.501 -1.778 0.352
H -1.056 -3.699 1.112
H 1.722 -1.010 -2.052
H 0.217 0.974 1.200
H -0.818 1.112 -1.308
H -3.481 -2.344 1.752
H 1.284 1.477 -1.905
H -2.924 -2.664 0.443
H -3.068 -0.211 1.611
H -1.235 1.310 1.037
H 0.512 3.182 0.318
H -1.966 -0.708 3.708
H -0.438 -0.460 -3.165
H 0.533 -2.899 -1.039
H -0.916 -1.935 -2.632
H -0.952 0.242 3.181
H 1.579 -0.455 0.017
H 2.407 2.801 -1.887
H 2.138 -0.651 -3.462
H -0.712 3.020 -2.600
H -1.136 4.094 -1.160
H -2.253 1.769 -1.475
H 3.464 1.236 -0.572
*
```

Computed properties:
Highest occupied orbital energy (spin up / spin down) = -10.0 / -10.0 eV
Maximum force = 3.2 eV/Å
Kohn-Sham gap (spin up / spin down) = 9.7 / 4.2 eV
Energy relative to the best compared isomer or geometry (same formula, charge and spin) = 121.0 kJ/mol

---

Record 6
The following is a quantum chemistry calculation of one molecule with the formula C22H22N2O2, from the OMol25 dataset.

Geometry as ORCA input:
```
! RIJCOSX wB97M-V def2-TZVPD def2/J DEFGRID3
* xyz 0 1
O -2.760 2.313 1.260
O -1.447 2.964 -0.433
N 1.476 3.012 0.742
N -1.437 -0.714 -2.788
C 2.780 -0.807 2.922
C 3.313 -1.968 2.327
C 0.407 -1.299 -4.325
C -0.430 1.410 1.150
C 0.605 2.224 0.731
C -0.163 0.120 0.570
C 2.626 -2.568 1.269
C 1.119 -0.650 1.153
C 0.680 -0.635 -1.957
C -0.120 -0.966 -3.101
C 2.064 -0.812 -2.031
C -1.609 2.319 0.594
C 2.620 -1.239 -3.249
C -3.811 3.238 0.759
C 1.513 -1.933 0.704
C -5.063 3.136 1.611
C -1.554 -0.283 -1.516
C -2.909 -0.131 -0.925
C 1.658 -0.192 2.369
C 1.801 -1.444 -4.397
C 4.618 -2.558 2.826
C -0.279 -0.161 -0.927
H 1.203 0.638 2.900
H 0.939 -2.469 -0.043
H 2.685 -0.612 -1.169
H -5.370 2.100 1.801
H -0.274 -1.391 -5.183
H 5.011 -1.958 3.648
H 3.269 -0.369 3.774
H -2.230 -0.810 -3.429
H -3.383 4.249 0.792
H 2.258 -1.704 -5.350
H -1.049 -0.321 0.974
H -3.284 0.886 -1.109
H 5.371 -2.587 2.027
H -3.622 -0.801 -1.438
H 4.496 -3.589 3.183
H -5.860 3.633 1.043
H -4.957 3.668 2.567
H 2.971 -3.525 0.861
H -4.006 2.919 -0.273
H 3.701 -1.391 -3.343
H -2.977 -0.359 0.141
H -0.594 1.413 2.285
*
```

Computed properties:
Highest occupied orbital energy = -7.7 eV
Maximum force = 8.0 eV/Å
Kohn-Sham gap = 8.2 eV
SMILES string = CCOC(=O)[C@H](C#N)[C@H](c1ccc(C)cc1)c1c(C)[nH]c2ccccc12
Energy relative to the best compared isomer or geometry (same formula, charge and spin) = 282.9 kJ/mol

---

Record 7
The following is a quantum chemistry calculation of one molecule with the formula C4H8O2, from the OMol25 dataset.

Geometry as ORCA input:
```
! RIJCOSX wB97M-V def2-TZVPD def2/J DEFGRID3
* xyz 0 1
O 1.711 -0.121 0.668
O -1.346 0.451 -1.760
C 1.032 -0.792 -0.355
C -0.919 0.800 -0.397
C -0.298 -0.353 0.256
C 0.492 0.030 1.462
H 0.293 1.049 1.884
H -1.852 1.052 0.082
H 1.303 -1.803 -0.387
H -0.580 0.245 -2.345
H -0.363 1.693 -0.452
H -1.120 -1.101 0.527
H 0.420 -0.708 2.238
H 1.227 -0.443 -1.421
*
```

Computed properties:
Highest occupied orbital energy = -9.9 eV
Maximum force = 3.2 eV/Å
Kohn-Sham gap = 10.9 eV
SMILES string = OCC1COC1
Energy relative to the best compared isomer or geometry (same formula, charge and spin) = 256.1 kJ/mol

---

Record 8
The following is a quantum chemistry calculation of one molecule with the formula C4H7FN2, from the OMol25 dataset.

Geometry as ORCA input:
```
! RIJCOSX wB97M-V def2-TZVPD def2/J DEFGRID3
* xyz 0 1
F 2.593 -0.322 -0.586
N 0.550 -0.690 0.600
N -0.713 -0.057 0.252
C -0.601 1.203 -0.290
C 1.731 0.032 0.423
C -1.492 -1.138 -0.369
C 0.598 1.782 -0.254
H -1.475 -1.924 0.349
H -2.474 -0.855 -0.746
H -0.938 -1.583 -1.303
H -1.530 1.749 -0.551
H 0.365 -1.311 1.343
H 2.233 0.348 1.414
H 1.153 2.764 -0.282
*
```

Computed properties:
Highest occupied orbital energy = -8.0 eV
Maximum force = 4.9 eV/Å
Kohn-Sham gap = 9.1 eV
Energy relative to the best compared isomer or geometry (same formula, charge and spin) = 425.9 kJ/mol

---

no.,E_tot (hartree)
1,-306.43053
2,-4811.78962
3,-17111.88373
4,-326.91475
5,-1129.05055
6,-1111.47409
7,-307.61488
8,-365.81626